1:
Molecular formula: CH3F2N2P
Method: DFT, the ωB97M-V functional and the def2-TZVPD basis

```
9
CH3F2N2P | the Open Molecules 2025 dataset | the ωB97M-V functional and the def2-TZVPD basis
H 0.14135 1.32760 2.54118
N 0.19476 0.90708 1.60283
C -0.54412 0.04983 1.17709
P 0.01986 -0.31579 -0.97707
N 1.30154 -0.25046 -1.73598
F -0.80624 -1.73858 -1.22823
F -1.16668 0.61874 -1.68158
H -1.38997 -0.55914 1.76293
H 2.24951 -0.03927 -1.46117
```

Properties
Multiplicity: 1
SMILES string: [H]/N=C/P(=N)(F)F
Highest occupied orbital energy (eV): -9.739
Lowest unoccupied orbital energy (eV): 0.1
HOMO-LUMO gap (Ha): 0.3621

Atomic partial charges in e from the Löwdin method, atoms 1 to 2:
1 H 0.08
2 N 0.00

2:
Molecular formula: CH3F2N2P
Method: DFT, the ωB97M-V functional and the def2-TZVPD basis

```
9
CH3F2N2P | the Open Molecules 2025 dataset | the ωB97M-V functional and the def2-TZVPD basis
H 1.78614 -2.00317 0.31490
N 0.93599 -1.57933 0.34554
C 0.85821 -0.51409 -0.31342
P -0.70480 0.43962 -0.04320
N -0.76362 2.08972 -0.17190
F -1.47671 -0.32649 -1.22339
F -1.46321 -0.38648 1.07733
H 1.72505 -0.09237 -0.79793
H -0.89704 2.37259 0.81208
```

Properties
Multiplicity: 1
SMILES string: [H]/N=C/P(=N)(F)F
Highest occupied orbital energy (eV): -9.991
Lowest unoccupied orbital energy (eV): -0.1
HOMO-LUMO gap (Ha): 0.3626

Atomic partial charges in e from the Löwdin method, atoms 1 to 2:
1 H 0.01
2 N 0.08

The energy of each structure relative to the most stable one, in eV, is as follows: 1 0.788; 2 0.000.